[1]
20
Properties=species:S:1:pos:R:3:lowdin_charge:R:1 method="wB97M-V/def2-TZVPD" s2=2.01 total_charge=0 spin_multiplicity=3 orbital_gap_ha="0.217 / 0.198"
C 0.95 -0.72 0.63 -0.464
C 0.18 -0.14 -0.28 0.012
C 0.91 -2.20 0.63 -0.085
C -2.54 1.75 -1.60 -0.105
C -2.05 0.51 -0.87 -0.286
C -0.71 0.12 -1.12 -0.166
N 1.77 -0.19 1.61 -0.328
P 3.43 0.31 1.41 0.060
I 3.39 2.12 -0.26 0.257
I 4.36 -1.60 0.13 0.317
H 0.64 -2.61 1.61 0.087
H 1.93 -2.58 0.45 -0.035
H 0.29 -2.35 -0.25 0.085
H -2.77 1.58 -2.63 0.058
H -3.43 2.15 -1.19 0.060
H -1.76 2.50 -1.66 0.077
H -2.28 0.74 0.23 0.142
H -2.80 -0.29 -1.03 0.120
H -0.50 0.04 -2.22 0.154
H 1.44 0.48 2.26 0.039

[2]
252
Properties=species:S:1:pos:R:3:lowdin_charge:R:1 method="wB97M-V/def2-TZVPD" smiles="CN(C)P(=O)(N(C)C)N(C)C.CN(C)P(=O)(N(C)C)N(C)C.CN(C)P(=O)(N(C)C)N(C)C.CN(C)P(=O)(N(C)C)N(C)C.CN(C)P(=O)(N(C)C)N(C)C.CN(C)P(=O)(N(C)C)N(C)C.CN(C)P(=O)(N(C)C)N(C)C.CN(C)P(=O)(N(C)C)N(C)C.O=C1OCCO1.O=C1OCCO1" relative_energy_kj_mol=0.0 total_charge=0 orbital_gap_ha=0.312
O 4.78 -2.30 -1.94 -0.266
P 4.61 -2.94 -3.29 0.571
N 5.57 -2.03 -4.36 -0.307
C 5.41 -1.84 -5.76 -0.144
C 6.84 -1.64 -3.77 -0.117
N 3.10 -2.87 -3.94 -0.306
C 2.58 -1.56 -4.31 -0.082
C 2.18 -3.91 -3.68 -0.095
N 5.06 -4.53 -3.29 -0.305
C 5.34 -5.05 -4.62 -0.093
C 5.35 -5.23 -2.07 -0.083
H 4.44 -2.18 -6.09 0.069
H 6.18 -2.33 -6.36 0.089
H 5.42 -0.78 -5.90 0.074
H 6.77 -1.87 -2.69 0.062
H 6.91 -0.51 -3.82 0.085
H 7.81 -2.08 -4.13 0.093
H 3.33 -0.88 -4.79 0.089
H 1.82 -1.80 -5.00 0.064
H 2.13 -1.06 -3.45 0.071
H 2.60 -4.77 -3.17 0.088
H 1.40 -3.56 -3.05 0.068
H 1.76 -4.17 -4.65 0.092
H 5.08 -4.35 -5.37 0.046
H 6.39 -5.18 -4.76 0.076
H 4.85 -6.03 -4.74 0.098
H 5.44 -4.49 -1.30 0.048
H 6.32 -5.73 -2.17 0.088
H 4.70 -6.06 -1.84 0.082
O 3.22 1.30 2.04 -0.342
P 3.04 2.26 3.21 0.568
N 2.39 3.63 2.57 -0.293
C 2.02 4.80 3.37 -0.097
C 2.67 3.90 1.14 -0.110
N 4.37 2.58 4.16 -0.308
C 5.16 1.58 4.84 -0.100
C 5.22 3.67 3.68 -0.096
N 2.01 1.41 4.23 -0.275
C 0.98 0.47 3.74 -0.096
C 1.73 1.91 5.56 -0.131
H 2.43 4.72 4.39 0.080
H 0.94 4.88 3.35 0.060
H 2.38 5.76 2.98 0.085
H 2.91 2.98 0.54 0.062
H 3.45 4.66 0.97 0.065
H 1.78 4.35 0.69 0.084
H 4.49 0.97 5.37 0.048
H 5.71 0.93 4.16 0.081
H 5.84 2.18 5.48 0.099
H 4.72 4.24 2.95 0.044
H 5.42 4.30 4.56 0.096
H 6.14 3.22 3.22 0.106
H -0.02 0.98 3.88 0.095
H 1.04 0.21 2.67 0.061
H 1.00 -0.48 4.26 0.061
H 1.40 2.92 5.67 0.048
H 2.50 1.66 6.32 0.081
H 0.78 1.43 5.96 0.088
O -5.93 -2.90 2.51 -0.331
P -5.40 -3.75 1.35 0.613
N -6.46 -3.46 0.01 -0.303
C -7.48 -2.47 0.26 -0.111
C -6.74 -4.53 -0.89 -0.158
N -5.37 -5.34 1.78 -0.326
C -4.61 -6.33 1.08 -0.124
C -5.86 -5.66 3.12 -0.094
N -3.82 -3.42 0.89 -0.323
C -3.44 -3.23 -0.47 -0.135
C -2.89 -3.44 1.98 -0.098
H -7.52 -1.79 -0.59 0.056
H -7.19 -1.89 1.11 0.051
H -8.48 -2.93 0.45 0.099
H -7.43 -4.12 -1.62 0.071
H -7.34 -5.43 -0.52 0.102
H -5.85 -4.79 -1.47 0.072
H -4.24 -5.88 0.11 0.086
H -3.70 -6.53 1.71 0.083
H -5.14 -7.29 0.94 0.085
H -6.22 -4.74 3.52 0.044
H -6.68 -6.38 3.06 0.077
H -5.02 -6.03 3.77 0.101
H -2.61 -3.90 -0.83 0.106
H -4.31 -3.40 -1.10 0.036
H -3.17 -2.18 -0.64 0.076
H -3.32 -2.91 2.86 0.097
H -2.03 -2.90 1.62 0.061
H -2.54 -4.47 2.21 0.085
O -7.19 4.52 -0.42 -0.293
P -6.22 3.47 -0.87 0.493
N -4.87 4.18 -1.58 -0.304
C -4.53 5.51 -1.24 -0.131
C -3.86 3.48 -2.35 -0.118
N -6.75 2.46 -2.06 -0.270
C -7.55 1.29 -1.70 -0.088
C -7.20 3.30 -3.19 -0.121
N -5.88 2.53 0.43 -0.282
C -6.90 2.42 1.47 -0.126
C -4.83 1.46 0.35 -0.059
H -4.40 6.11 -2.15 0.088
H -3.52 5.55 -0.81 0.070
H -5.20 6.00 -0.61 0.050
H -3.62 4.09 -3.25 0.097
H -4.19 2.49 -2.65 0.046
H -2.96 3.28 -1.72 0.074
H -7.57 0.57 -2.50 0.047
H -7.11 0.79 -0.85 0.044
H -8.53 1.69 -1.47 0.095
H -7.47 2.65 -4.03 0.068
H -8.07 3.93 -3.10 0.076
H -6.41 3.90 -3.64 0.077
H -7.36 3.37 1.70 0.048
H -7.75 1.78 1.18 0.071
H -6.44 1.98 2.39 0.092
H -4.33 1.34 1.31 0.063
H -4.12 1.83 -0.37 0.049
H -5.29 0.49 0.07 0.076
O -3.64 -3.20 -3.83 -0.289
P -3.91 -2.10 -4.79 0.494
N -3.76 -2.63 -6.31 -0.294
C -3.96 -4.05 -6.52 -0.116
C -4.07 -1.92 -7.54 -0.122
N -2.81 -0.87 -4.66 -0.288
C -3.08 0.10 -3.58 -0.100
C -1.39 -1.17 -4.71 -0.120
N -5.44 -1.44 -4.55 -0.289
C -6.14 -1.56 -3.29 -0.124
C -6.11 -0.46 -5.44 -0.086
H -4.97 -4.33 -6.82 0.089
H -3.81 -4.53 -5.56 0.063
H -3.28 -4.52 -7.20 0.072
H -5.15 -1.97 -7.76 0.081
H -3.56 -2.41 -8.39 0.084
H -3.72 -0.85 -7.50 0.090
H -2.73 -0.22 -2.57 0.094
H -2.55 1.06 -3.77 0.093
H -4.14 0.30 -3.62 0.045
H -1.04 -1.61 -3.79 0.072
H -1.06 -1.70 -5.62 0.083
H -0.90 -0.18 -4.82 0.087
H -7.23 -1.54 -3.36 0.090
H -5.85 -2.47 -2.75 0.059
H -5.83 -0.77 -2.64 0.051
H -5.50 -0.14 -6.30 0.066
H -6.35 0.44 -4.86 0.070
H -6.98 -0.97 -5.86 0.086
O 4.56 4.84 -1.28 -0.285
P 4.65 4.09 -2.54 0.478
N 3.90 2.63 -2.83 -0.316
C 4.49 1.53 -2.09 -0.117
C 2.45 2.57 -2.73 -0.095
N 6.26 3.69 -2.67 -0.308
C 7.24 4.27 -1.79 -0.111
C 6.71 3.10 -3.91 -0.117
N 4.02 4.99 -3.75 -0.292
C 4.22 6.48 -3.65 -0.068
C 4.05 4.41 -5.09 -0.128
H 4.52 1.79 -0.96 0.114
H 5.45 1.12 -2.40 0.074
H 3.74 0.77 -2.16 0.056
H 1.98 3.44 -3.18 0.087
H 2.15 2.43 -1.65 0.086
H 2.15 1.64 -3.28 0.088
H 7.86 5.01 -2.32 0.083
H 6.76 4.74 -0.93 0.076
H 7.93 3.48 -1.50 0.078
H 7.38 2.26 -3.66 0.075
H 5.85 2.68 -4.51 0.083
H 7.29 3.78 -4.49 0.069
H 3.75 6.83 -2.73 0.075
H 5.25 6.72 -3.56 0.061
H 3.79 6.99 -4.51 0.082
H 4.98 4.77 -5.64 0.108
H 3.16 4.75 -5.56 0.067
H 3.95 3.36 -4.96 0.049
O -4.22 2.80 3.37 -0.293
P -3.63 4.06 3.90 0.517
N -2.61 4.68 2.80 -0.281
C -2.25 6.11 2.75 -0.111
C -2.30 3.90 1.58 -0.074
N -2.91 3.74 5.39 -0.301
C -1.91 4.63 5.87 -0.142
C -2.68 2.35 5.83 -0.096
N -4.76 5.28 4.14 -0.296
C -5.57 5.61 2.93 -0.064
C -5.54 5.16 5.34 -0.141
H -2.71 6.64 3.61 0.078
H -2.64 6.60 1.84 0.080
H -1.16 6.18 2.74 0.064
H -2.90 4.15 0.72 0.051
H -2.44 2.81 1.78 0.081
H -1.25 4.00 1.31 0.074
H -1.83 4.65 6.99 0.099
H -0.87 4.30 5.55 0.082
H -2.12 5.62 5.50 0.059
H -1.61 2.17 5.88 0.048
H -3.07 2.06 6.83 0.091
H -3.10 1.60 5.18 0.067
H -4.89 5.87 2.10 0.075
H -6.25 4.80 2.55 0.072
H -6.16 6.46 3.20 0.072
H -6.40 4.52 5.20 0.079
H -6.00 6.12 5.63 0.086
H -4.96 4.81 6.20 0.075
O 3.10 -4.26 6.21 -0.299
P 3.94 -4.30 4.98 0.475
N 5.34 -3.51 5.31 -0.306
C 5.67 -3.35 6.72 -0.098
C 6.25 -3.21 4.23 -0.121
N 3.29 -3.48 3.73 -0.275
C 2.03 -3.97 3.14 -0.069
C 3.16 -2.08 4.11 -0.130
N 4.08 -5.84 4.44 -0.315
C 4.72 -6.23 3.24 -0.111
C 3.58 -6.86 5.32 -0.108
H 6.32 -4.15 7.12 0.086
H 4.77 -3.22 7.29 0.058
H 6.16 -2.34 6.84 0.094
H 7.15 -3.87 4.26 0.098
H 6.64 -2.19 4.23 0.075
H 5.78 -3.41 3.26 0.050
H 2.04 -5.02 2.92 0.071
H 1.19 -3.71 3.83 0.099
H 2.06 -3.44 2.18 0.065
H 2.58 -1.96 5.01 0.076
H 4.15 -1.62 4.22 0.076
H 2.79 -1.38 3.34 0.073
H 5.47 -7.01 3.45 0.089
H 3.95 -6.73 2.59 0.095
H 5.08 -5.37 2.70 0.056
H 3.51 -6.44 6.30 0.059
H 4.22 -7.74 5.31 0.075
H 2.58 -7.20 5.04 0.088
C 0.08 -1.16 0.30 -0.102
C 1.32 -0.68 -0.44 -0.074
O 0.76 0.36 -1.33 0.007
C -0.37 0.86 -0.74 -0.571
O -0.92 1.87 -1.02 0.147
O -0.79 0.01 0.22 0.043
H 0.34 -1.46 1.32 0.119
H -0.49 -1.94 -0.19 0.115
H 1.81 -1.49 -0.99 0.124
H 2.00 -0.20 0.27 0.111
C 6.26 -1.58 0.81 -0.075
C 4.94 -0.81 0.61 -0.106
O 3.98 -1.88 0.76 0.037
C 4.57 -3.06 0.76 -0.640
O 4.01 -4.14 0.71 0.092
O 5.91 -3.02 0.80 0.043
H 6.69 -1.20 1.73 0.108
H 6.98 -1.32 0.03 0.122
H 4.90 -0.36 -0.38 0.083
H 4.68 -0.04 1.35 0.092

[3]
69
Properties=species:S:1:pos:R:3:lowdin_charge:R:1 method="wB97M-V/def2-TZVPD" total_charge=-1 orbital_gap_ha=0.310
C 0.34 -0.43 0.28 0.052
C -0.37 -1.08 1.48 -0.263
O -1.44 -0.65 1.79 0.123
N 0.51 -1.89 2.54 0.036
H 0.88 -2.83 2.09 0.112
H 1.47 -1.36 2.66 0.148
C -0.04 -2.31 3.75 -0.047
H -0.29 0.16 -0.43 0.087
H 0.89 -1.12 -0.39 0.090
H 0.93 0.18 0.64 -0.027
H -0.39 -1.60 4.13 -0.038
H 0.84 -2.67 4.53 0.186
H -0.70 -3.13 3.53 0.106
N 1.80 -4.37 0.82 -0.579
O 2.57 -5.26 0.54 0.013
O 1.36 -4.42 2.02 -0.074
O 1.95 -3.30 0.30 -0.012
N 3.65 -0.94 3.19 -0.502
O 4.36 -0.60 2.20 -0.025
O 2.58 -0.31 3.44 -0.131
O 3.74 -2.20 3.62 -0.079
C -2.20 1.54 -3.54 -0.055
C -0.79 2.07 -3.25 -0.512
C -0.68 3.02 -2.00 -0.053
O -0.03 0.92 -3.18 -0.119
H -2.60 1.31 -2.59 0.046
H -2.28 0.81 -4.27 0.058
H -2.81 2.41 -3.78 0.073
H -0.29 2.65 -4.23 0.168
H 0.25 3.60 -1.87 0.055
H -0.57 2.50 -0.84 0.142
H -1.49 3.70 -2.10 0.045
H -0.37 0.03 -3.65 0.178
C 1.37 -5.06 -4.06 -0.047
C 1.92 -4.20 -2.85 -0.387
C 3.32 -3.64 -3.37 -0.042
O 1.18 -3.02 -2.49 0.046
H 0.39 -5.35 -3.86 0.030
H 2.15 -5.87 -4.31 0.098
H 1.27 -4.38 -4.93 0.073
H 2.21 -4.82 -2.12 0.069
H 3.69 -3.46 -2.36 0.069
H 3.29 -2.72 -3.90 0.063
H 3.89 -4.49 -3.68 0.058
H 1.40 -2.83 -1.76 -0.137
C 2.57 3.09 3.74 -0.047
C 1.09 3.01 3.20 -0.391
C 0.79 3.97 1.93 -0.054
O 0.88 1.66 2.67 -0.122
H 2.75 4.22 3.83 0.088
H 3.32 2.50 2.99 0.144
H 2.65 2.69 4.65 0.005
H 0.29 3.14 3.91 0.114
H 1.19 4.97 2.21 0.057
H -0.23 3.95 1.75 0.028
H 1.57 3.81 1.09 0.103
H 1.61 1.12 3.02 0.015
C -3.49 1.71 0.35 -0.013
C -5.00 2.02 0.16 -0.420
C -5.25 3.25 -0.58 -0.076
O -5.54 0.93 -0.63 0.020
H -3.02 1.10 1.05 0.042
H -2.85 2.59 0.14 0.074
H -3.13 1.39 -0.53 0.006
H -5.40 1.94 1.07 0.093
H -4.63 3.47 -1.50 0.092
H -5.11 4.23 0.04 0.123
H -6.26 3.25 -1.01 0.083
H -5.67 1.40 -1.32 -0.059

[4]
95
Properties=species:S:1:pos:R:3:lowdin_charge:R:1 method="wB97M-V/def2-TZVPD" s2=6.04 relative_energy_kj_mol=21.1 total_charge=0 spin_multiplicity=5 orbital_gap_ha="0.236 / 0.136"
Pt 0.40 -0.82 0.65 0.765
S 1.20 0.79 2.21 0.717
C 0.41 0.49 3.70 -0.649
C 0.55 1.43 4.72 -0.041
C -0.09 1.24 5.94 -0.165
C 0.04 2.16 6.98 -0.165
N 0.09 2.91 7.89 0.199
C -0.79 0.01 6.17 -0.173
C -0.94 -0.91 5.17 -0.038
C -0.37 -0.67 3.91 -0.655
S -0.68 -1.77 2.66 0.794
C -1.43 -0.22 7.39 -0.169
N -1.93 -0.55 8.39 0.206
H 1.08 2.34 4.55 0.123
H -1.47 -1.85 5.34 0.137
O -4.42 -3.42 -3.70 -0.057
C -4.73 -3.63 -2.47 -0.640
O -5.72 -4.16 -1.88 -0.027
C -3.66 -3.10 -1.56 -0.085
C -3.95 -2.37 -0.40 0.034
C -2.90 -1.75 0.27 -0.136
N -1.60 -1.79 -0.13 -0.086
C -1.31 -2.57 -1.20 -0.199
C -2.31 -3.22 -1.97 0.102
C 0.11 -2.66 -1.62 -0.551
O 0.56 -3.50 -2.43 0.077
O 0.88 -1.69 -1.15 -0.311
H -4.95 -2.26 0.02 0.134
H -3.09 -1.21 1.18 0.086
H -2.00 -3.76 -2.87 0.143
C 2.96 -2.96 -0.03 -0.168
N 2.69 -1.99 1.07 -0.149
C 2.64 -2.75 2.33 -0.208
N 3.86 -3.52 2.60 -0.076
C 4.11 -4.42 1.46 -0.159
N 4.22 -3.70 0.18 -0.067
C 5.29 -2.70 0.30 -0.166
N 5.08 -1.75 1.40 -0.076
C 3.80 -1.05 1.17 -0.207
C 4.98 -2.56 2.65 -0.144
H 3.04 -2.42 -0.97 0.123
H 2.13 -3.70 -0.05 0.137
H 1.74 -3.43 2.32 0.119
H 2.48 -2.05 3.13 0.106
H 3.31 -5.15 1.37 0.125
H 5.04 -4.96 1.66 0.128
H 5.38 -2.12 -0.63 0.133
H 6.25 -3.19 0.46 0.122
H 3.90 -0.47 0.23 0.126
H 3.59 -0.39 2.02 0.081
H 4.81 -1.90 3.50 0.125
H 5.89 -3.15 2.78 0.126
C 2.55 2.38 -0.83 -0.081
C 2.01 2.65 -2.22 -0.309
C 2.82 3.27 -3.20 -0.040
C 2.31 3.59 -4.44 -0.076
C 0.99 3.27 -4.72 -0.080
C 0.24 2.54 -3.82 -0.144
C 0.74 2.23 -2.55 -0.284
Sb -0.55 1.04 -1.11 1.609
C -2.32 0.67 -2.48 -0.275
C -3.55 1.14 -2.04 -0.140
C -4.74 0.70 -2.63 -0.078
C -4.71 -0.13 -3.73 -0.063
C -3.49 -0.49 -4.28 -0.035
C -2.29 -0.12 -3.63 -0.311
C -1.01 -0.59 -4.29 -0.059
C -1.50 2.71 0.11 -0.270
C -1.76 2.31 1.44 -0.180
C -2.15 3.22 2.39 -0.090
C -2.42 4.53 2.02 -0.070
C -2.28 4.92 0.69 -0.030
C -1.82 4.01 -0.30 -0.290
C -1.64 4.48 -1.72 -0.053
H 3.43 3.01 -0.62 0.090
H 2.89 1.33 -0.72 0.067
H 1.80 2.59 -0.04 0.044
H 3.85 3.48 -2.92 0.111
H 2.92 4.10 -5.20 0.115
H 0.56 3.57 -5.68 0.113
H -0.78 2.25 -4.09 0.098
H -3.59 1.77 -1.16 0.084
H -5.68 1.04 -2.21 0.104
H -5.64 -0.51 -4.17 0.124
H -3.40 -1.10 -5.20 0.135
H -1.10 -1.69 -4.49 0.099
H -0.10 -0.44 -3.71 0.049
H -0.84 -0.07 -5.26 0.098
H -1.58 1.28 1.74 0.043
H -2.28 2.88 3.42 0.105
H -2.73 5.23 2.76 0.099
H -2.53 5.93 0.41 0.109
H -2.03 5.52 -1.73 0.085
H -2.19 3.82 -2.45 0.092
H -0.58 4.53 -2.05 0.081

[5]
7
Properties=species:S:1:pos:R:3:lowdin_charge:R:1 method="wB97M-V/def2-TZVPD" relative_energy_kj_mol=604.3 total_charge=0 orbital_gap_ha="0.288 / 0.288"
C 0.55 -0.02 0.85 0.143
C 1.09 -1.87 -0.13 0.133
C -0.07 0.96 0.01 -0.669
F -0.01 -2.39 -0.47 0.018
F -1.12 0.17 0.62 0.050
F -0.17 2.20 0.43 0.168
F -0.28 0.95 -1.30 0.158

[6]
13
Properties=species:S:1:pos:R:3:lowdin_charge:R:1 method="wB97M-V/def2-TZVPD" smiles=c1cc2conc2cn1 relative_energy_kj_mol=145.6 total_charge=0 orbital_gap_ha=0.310
C 0.10 -1.69 -0.86 -0.155
C -0.81 -0.67 -0.98 -0.012
C -0.55 0.49 -0.17 -0.130
C -1.15 1.66 0.26 -0.024
C 0.69 0.50 0.62 -0.242
C 1.47 -0.63 0.64 -0.088
H -0.09 -2.64 -1.40 0.111
H -1.65 -0.79 -1.66 0.109
H -2.14 2.08 0.09 0.137
H 2.37 -0.67 1.26 0.126
N 0.82 1.64 1.28 0.112
N 1.23 -1.67 -0.10 0.069
O -0.28 2.38 1.03 -0.014